The following is a DFT calculation (ωB97M-V with the def2-TZVPD basis set) of an isolated molecule of C6H6.

XYZ file:
```
12
Properties=species:S:1:pos:R:3:mulliken_charge:R:1
C -1.144 -0.708 -0.497 -1.474
C -0.218 0.101 0.423 0.507
C 1.138 -0.473 0.447 -0.726
C 2.240 -0.961 0.445 0.185
C -0.478 2.138 -1.110 -0.273
C -0.162 1.564 0.016 -0.330
H -0.749 -0.732 -1.518 0.356
H -1.230 -1.737 -0.137 0.392
H -2.139 -0.254 -0.517 0.374
H -0.620 0.063 1.444 0.223
H 3.218 -1.389 0.436 0.423
H 0.195 2.315 0.732 0.341
```

## Properties
ΔE to the lowest compared entry with this formula, charge and spin = 5.788 eV
LUMO = -0.44 eV
Gap between HOMO and LUMO = 9.8 eV
Spin multiplicity = 1
Molecular weight = 78.11 g mol⁻¹

=====

The following is a DFT calculation (ωB97M-V with the def2-TZVPD basis set) of an isolated molecule of C2H6S2.

XYZ file:
```
10
Properties=species:S:1:pos:R:3:mulliken_charge:R:1
C 1.211 -1.144 0.151 -0.703
S 0.590 -0.815 -1.482 -0.079
S 0.007 1.137 -1.329 -0.061
C -1.327 1.069 0.022 -0.733
H 0.642 -0.847 1.172 0.201
H 1.096 -2.238 0.361 0.286
H 2.258 -0.800 0.259 0.285
H -1.380 2.203 0.099 0.255
H -2.270 0.661 -0.216 0.297
H -0.827 0.775 0.962 0.253
```

## Properties
ΔE to the lowest compared entry with this formula, charge and spin = 0.776 eV
LUMO = 0.89 eV
Gap between HOMO and LUMO = 9.4 eV
SMILES = CSSC
Spin multiplicity = 1
Molecular weight = 94.20 g mol⁻¹

=====

The following is a DFT calculation (ωB97M-V with the def2-TZVPD basis set) of a 9-piece molecular cluster, C24H63N3O24P6 overall.

XYZ file:
```
120
Properties=species:S:1:pos:R:3:mulliken_charge:R:1
C 5.410 -0.787 0.206 -0.324
O 5.605 0.546 -0.212 -0.376
P 4.633 1.689 0.121 0.203
O 3.280 1.437 -0.375 0.163
O 5.317 2.918 -0.556 -0.434
C 6.707 3.322 -0.456 -0.700
O 4.837 1.932 1.655 -0.265
C 3.939 1.428 2.667 0.047
H 6.002 -1.512 -0.367 0.338
H 4.379 -1.127 0.192 -0.002
H 5.716 -0.879 1.275 0.257
H 7.154 3.384 -1.444 0.257
H 7.318 2.608 0.173 0.268
H 6.744 4.306 0.012 0.287
H 2.893 1.606 2.406 -0.241
H 4.097 1.982 3.601 0.263
H 4.119 0.341 2.825 0.223
C 0.451 -4.568 1.678 -0.363
O 1.136 -4.298 0.475 -0.136
P 2.683 -3.862 0.616 0.475
O 3.043 -2.585 1.289 -0.184
O 3.343 -5.124 1.322 -0.319
C 4.719 -5.064 1.804 -0.665
O 3.219 -3.681 -0.835 -0.171
C 2.764 -4.438 -1.964 -0.629
H -0.410 -3.907 1.788 -0.086
H 1.128 -4.414 2.534 0.372
H 0.113 -5.610 1.720 0.320
H 5.465 -4.896 1.048 0.290
H 4.944 -6.010 2.317 0.254
H 4.743 -4.230 2.513 0.261
H 3.157 -5.481 -1.905 0.286
H 3.258 -3.953 -2.825 0.274
H 1.690 -4.425 -2.216 0.115
C -1.292 -4.646 -5.510 -0.797
O -1.586 -4.344 -4.106 -0.446
P -1.484 -2.848 -3.659 1.046
O -2.204 -1.862 -4.479 -0.760
O -1.942 -2.831 -2.152 0.040
C -1.621 -3.940 -1.204 -0.064
O 0.089 -2.724 -3.660 -0.252
C 0.664 -1.497 -3.341 -0.226
H -1.958 -5.431 -5.833 0.262
H -0.297 -5.083 -5.605 0.265
H -1.318 -3.794 -6.189 0.325
H -0.554 -4.165 -1.406 -0.125
H -2.326 -4.715 -1.492 0.423
H -1.791 -3.670 -0.185 -0.093
H 0.147 -1.117 -2.427 -0.148
H 0.596 -0.728 -4.124 0.359
H 1.703 -1.708 -2.996 0.205
C 0.088 2.586 -2.623 -0.583
O -1.036 2.254 -3.565 -0.197
P -2.251 3.262 -3.537 0.979
O -2.053 4.386 -2.671 -0.799
O -2.509 3.522 -5.083 -0.361
C -1.413 4.045 -5.858 -0.674
O -3.511 2.454 -3.028 -0.237
C -4.024 1.321 -3.841 -0.593
H 0.779 1.724 -2.769 0.334
H -0.229 2.594 -1.577 0.084
H 0.637 3.499 -2.810 0.421
H -1.436 5.153 -5.831 0.260
H -1.511 3.616 -6.867 0.261
H -0.450 3.688 -5.519 0.290
H -3.252 0.663 -4.240 0.297
H -4.607 1.650 -4.696 0.332
H -4.670 0.673 -3.225 0.170
C -2.062 2.713 3.200 -0.870
O -0.758 2.659 2.711 0.782
P 0.291 3.763 3.124 0.079
O -0.247 5.151 3.217 -0.784
O 0.916 3.070 4.411 -0.224
C 2.003 3.757 5.041 -0.792
O 1.517 3.501 2.093 -0.054
C 1.269 4.024 0.705 -0.370
H -2.382 3.731 3.294 0.566
H -2.194 2.305 4.208 0.210
H -2.736 2.187 2.508 0.067
H 2.785 3.986 4.332 0.324
H 2.343 3.037 5.793 0.247
H 1.695 4.691 5.533 0.251
H 0.447 4.785 0.728 0.401
H 0.993 3.157 0.138 -0.112
H 2.236 4.468 0.400 0.279
C -3.131 0.041 -0.071 -0.309
O -1.827 0.024 0.633 0.253
P -1.001 -1.042 1.401 -0.195
O -1.686 -2.280 1.826 -1.363
O 0.287 -1.357 0.540 1.798
C 1.052 -0.294 -0.010 0.243
O -0.423 -0.160 2.589 0.208
C 0.651 -0.835 3.374 -0.678
H -3.048 -0.239 -1.115 0.263
H -3.501 1.044 0.168 -0.199
H -3.783 -0.703 0.512 -0.013
H 1.985 -0.728 -0.427 -0.042
H 1.256 0.479 0.736 -0.332
H 0.539 0.204 -0.829 -0.319
H 1.463 -1.146 2.718 0.002
H 0.263 -1.748 3.824 0.104
H 0.928 -0.210 4.199 0.389
C -2.832 -1.839 4.649 -0.642
C -3.510 -0.992 3.722 0.547
N -4.071 -0.315 2.988 -0.482
H -3.052 -2.855 4.267 0.252
H -3.276 -1.574 5.614 0.390
H -1.741 -1.830 4.528 0.004
C -6.745 -1.835 1.066 -0.786
C -6.297 -1.242 -0.218 0.532
N -6.127 -0.710 -1.231 -0.483
H -6.951 -1.027 1.760 0.272
H -5.941 -2.427 1.475 0.175
H -7.677 -2.385 0.914 0.338
C -3.767 4.504 0.453 0.487
C -4.900 5.209 1.030 0.136
N -5.786 5.761 1.513 -0.448
H -2.935 4.642 1.118 -0.079
H -3.565 4.845 -0.572 0.221
H -3.943 3.402 0.443 -0.300
```

## Properties
ΔE to the lowest compared entry with this formula, charge and spin = 0.000 eV
LUMO = 0.36 eV
Gap between HOMO and LUMO = 10.9 eV
SMILES = COP(=O)(OC)OC.COP(=O)(OC)OC.COP(=O)(OC)OC.COP(=O)(OC)OC.COP(=O)(OC)OC.COP(=O)(OC)OC.CC#N.CC#N.CC#N
Spin multiplicity = 1
Molecular weight = 963.61 g mol⁻¹

=====

The following is a DFT calculation (ωB97M-V with the def2-TZVPD basis set) of a 5-piece molecular cluster, C15H35N5O5 overall.

XYZ file:
```
60
Properties=species:S:1:pos:R:3:mulliken_charge:R:1
C 4.395 -0.933 -2.313 -0.859
N 5.159 -0.516 -1.129 -0.165
C 4.679 0.437 -0.343 0.641
C 5.532 0.580 0.930 -1.014
O 3.617 1.048 -0.322 -0.599
H 3.337 -1.111 -2.122 0.227
H 4.657 -1.919 -2.695 0.360
H 4.516 -0.293 -3.187 0.291
H 6.017 -1.000 -0.908 0.243
H 6.297 1.336 0.753 0.273
H 5.874 -0.416 1.213 0.371
H 4.844 1.029 1.646 0.231
C -0.728 -3.414 -3.227 -0.781
N -0.602 -4.864 -3.329 -0.180
C -1.076 -5.819 -2.516 0.571
C -1.769 -5.390 -1.205 -1.059
O -1.008 -6.936 -2.840 -0.592
H -1.707 -3.183 -2.808 0.268
H -0.706 -3.022 -4.244 0.350
H 0.118 -2.947 -2.722 0.242
H -0.001 -5.283 -4.024 0.218
H -2.600 -4.732 -1.459 0.345
H -1.088 -5.002 -0.448 0.284
H -2.156 -6.323 -0.793 0.331
C -2.169 -0.191 3.356 -0.813
N -2.652 -1.624 3.302 -0.195
C -1.985 -2.751 3.281 0.805
C -2.689 -4.033 3.335 -1.115
O -0.706 -2.743 3.273 -0.678
H -2.917 0.285 3.989 0.369
H -2.183 0.436 2.465 0.250
H -1.186 -0.161 3.826 0.280
H -3.657 -1.713 3.266 0.215
H -3.626 -4.129 3.884 0.369
H -2.005 -4.649 3.919 0.324
H -2.814 -4.593 2.408 0.209
C -1.277 8.282 -0.695 -0.806
N -1.208 6.912 -1.216 -0.221
C -1.893 5.831 -0.837 0.708
C -1.338 4.595 -1.436 -1.040
O -2.900 5.845 -0.172 -0.627
H -0.731 8.807 -1.479 0.295
H -0.766 8.430 0.256 0.252
H -2.301 8.633 -0.560 0.284
H -0.523 6.980 -1.954 0.262
H -1.292 4.765 -2.511 0.398
H -2.042 3.786 -1.243 0.211
H -0.322 4.371 -1.113 0.293
C -1.130 -0.772 0.107 -0.935
N -0.082 -0.010 0.785 0.007
C 0.008 1.341 0.845 0.713
C 1.075 1.937 1.775 -1.210
O -0.817 2.031 0.258 -0.656
H -0.820 -0.967 -0.919 0.316
H -2.106 -0.299 0.004 0.333
H -1.351 -1.720 0.598 0.255
H 0.732 -0.467 1.170 0.153
H 0.640 2.644 2.481 0.348
H 1.895 2.390 1.218 0.278
H 1.536 1.193 2.426 0.372
```

## Properties
ΔE to the lowest compared entry with this formula, charge and spin = 2.127 eV
LUMO = 0.39 eV
Gap between HOMO and LUMO = 9.6 eV
SMILES = CNC(C)=O.CNC(C)=O.CNC(C)=O.CNC(C)=O.CNC(C)=O
Spin multiplicity = 1
Molecular weight = 365.47 g mol⁻¹

=====

The following is a DFT calculation (ωB97M-V with the def2-TZVPD basis set) of H28LiO18PZr as an isolated structure.

XYZ file:
```
49
Properties=species:S:1:pos:R:3:mulliken_charge:R:1
Li -23.665 1.929 -17.322 0.952
Zr -17.772 5.457 -13.994 1.696
P -20.625 3.847 -14.798 0.619
O -20.485 5.367 -14.762 -0.522
O -19.233 3.621 -15.414 -0.338
O -21.886 3.020 -15.119 -0.561
O -19.836 3.725 -13.471 -0.203
O -18.624 8.263 -12.852 -0.479
H -18.206 9.122 -12.903 0.270
H -19.459 8.427 -12.414 0.285
O -15.905 2.995 -13.315 -0.531
H -14.956 2.879 -13.268 0.301
H -16.243 2.126 -13.532 0.315
O -18.803 2.193 -18.654 -0.620
H -18.552 2.812 -19.339 0.302
H -18.941 2.737 -17.878 0.280
O -22.831 8.193 -15.730 -0.624
H -23.350 8.068 -14.935 0.312
H -22.262 7.425 -15.769 0.296
O -17.443 5.395 -10.940 -0.509
H -16.792 4.790 -10.584 0.301
H -17.942 5.688 -10.178 0.287
O -18.291 -0.149 -15.617 -0.624
H -18.488 0.526 -16.266 0.312
H -18.817 0.091 -14.854 0.315
O -15.530 4.783 -16.324 -0.520
H -15.225 5.257 -17.097 0.286
H -15.356 3.863 -16.523 0.320
O -17.832 7.410 -16.482 -0.504
H -17.692 8.356 -16.458 0.291
H -18.332 7.261 -17.285 0.290
O -25.487 4.515 -17.523 -0.665
H -25.305 4.909 -16.670 0.336
H -26.182 3.880 -17.350 0.347
O -22.799 0.192 -12.957 -0.598
H -22.452 -0.477 -13.547 0.319
H -22.804 0.994 -13.480 0.285
O -19.247 0.518 -12.135 -0.629
H -19.367 1.462 -12.242 0.282
H -20.062 0.216 -11.735 0.326
O -22.129 4.481 -10.852 -0.579
H -21.680 4.921 -10.130 0.284
H -21.424 4.181 -11.426 0.270
O -21.965 8.083 -11.366 -0.608
H -22.643 8.459 -10.805 0.316
H -22.236 7.174 -11.496 0.323
O -25.009 3.500 -12.919 -0.600
H -24.504 3.310 -13.709 0.273
H -24.350 3.619 -12.235 0.320
```

## Properties
ΔE to the lowest compared entry with this formula, charge and spin = 13.508 eV
LUMO = -9.62 eV
Gap between HOMO and LUMO = 5.3 eV
Spin multiplicity = 1
Molecular weight = 445.35 g mol⁻¹
Total charge = +2

=====

The following is a DFT calculation (ωB97M-V with the def2-TZVPD basis set) of a 2-piece molecular cluster, C4H10NO3 overall.

XYZ file:
```
18
Properties=species:S:1:pos:R:3:mulliken_charge:R:1
C 0.249 0.607 -0.623 -0.851
C 0.190 -0.875 -1.052 -0.053
C 0.694 -1.147 -2.406 -0.068
O 1.584 -1.937 -2.658 -0.512
N -0.324 0.723 0.721 -0.272
C 0.760 1.239 1.699 -0.441
O 0.991 2.548 1.465 -0.903
H -0.265 1.236 -1.365 0.343
H 1.290 0.938 -0.713 0.348
H -0.813 -1.317 -0.979 0.160
H 0.706 -1.435 -0.263 0.258
H 0.111 -0.671 -3.222 0.305
H -0.867 1.579 0.674 0.228
H 0.292 1.185 2.699 0.273
H 1.724 0.684 1.543 0.209
H -2.676 -1.458 1.025 0.277
H -1.637 -0.493 1.765 0.401
O -2.013 -1.407 1.692 -0.703
```

## Properties
ΔE to the lowest compared entry with this formula, charge and spin = 3.500 eV
LUMO = 3.47 eV
Gap between HOMO and LUMO = 6.3 eV
Spin multiplicity = 1
Molecular weight = 120.13 g mol⁻¹
Total charge = -1